{
  "formula": "C45H52BBrCl2F4N8PRbSSi4Te",
  "method": "ωB97M-V/def2-TZVPD",
  "multiplicity": 2,
  "charge": -1,
  "lumo_ev": [1.468, 1.468],
  "largest_force_ha_per_bohr": 0.007,
  "de_lowest_kcal_mol": 28.3,
  "molar_mass_g_mol": 1331.03,
  "species": ["N", "H", "H", "C", "Te", "H", "C", "C", "C", "H", "H", "H", "Si", "C", "H", "C", "N", "H", "P", "N", "C", "C", "C", "H", "H", "C", "C", "C", "H", "F", "C", "H", "C", "C", "H", "H", "H", "H", "H", "H", "Cl", "B", "N", "H", "H", "H", "Si", "N", "H", "C", "C", "H", "C", "Br", "Si", "C", "H", "C", "C", "H", "Si", "C", "C", "Rb", "C", "H", "Cl", "H", "H", "H", "H", "C", "C", "H", "C", "C", "H", "F", "N", "C", "H", "C", "H", "H", "C", "H", "H", "H", "H", "C", "C", "C", "H", "H", "C", "H", "N", "C", "C", "H", "H", "H", "F", "C", "H", "C", "C", "H", "H", "H", "C", "F", "C", "H", "S", "C", "C", "N", "H", "H", "C"],
  "xyz": [[-1.619770, -3.978624, 3.388770], [-3.154824, -0.975522, -1.652532], [-0.552787, -3.147674, 0.989461], [-1.660088, 5.498777, 2.243522], [2.034616, -0.663039, -0.630285], [-4.191121, 2.030367, 0.746432], [-0.503066, 1.690771, -4.158294], [-3.762571, -4.643185, 3.638160], [-0.785387, 5.730666, -3.465081], [6.255334, -1.212154, 2.564461], [0.128891, 6.263411, -3.696502], [-1.222376, -2.931571, -1.668697], [5.609419, -1.879980, 0.255993], [-3.204306, -0.429184, 4.666785], [6.210841, -0.304048, -1.579155], [1.688368, 0.735981, -3.643806], [-3.056951, 0.756671, 2.797060], [-4.915964, 5.976106, -0.779100], [-2.549901, 4.235670, -0.086531], [-0.459413, -1.363762, 3.209033], [-1.639898, 5.338932, -4.489065], [-3.734170, -3.286525, 3.419589], [-2.593239, -1.377690, -0.822715], [3.634152, -6.581895, 1.267013], [2.280922, 0.193612, 2.939671], [-2.692581, 6.971082, 0.672887], [5.156792, -2.293399, -3.785347], [-2.394960, 7.670688, 2.952446], [6.995699, 0.152838, -0.059706], [-2.908929, 8.419453, 3.970249], [-3.616431, 1.505918, 3.731104], [-4.038070, 3.845981, -2.622653], [-3.741917, 0.803688, 4.941955], [-7.128958, 3.619778, 0.233730], [-7.336452, 5.617724, -0.527906], [0.716257, -5.888125, 0.141819], [-1.352622, 2.270260, -3.822199], [4.509670, -1.053043, 2.323569], [6.132621, -2.449963, -3.319589], [5.218303, -2.644772, 2.593449], [0.432388, 2.186896, -1.717415], [-1.934224, -1.553671, 2.752007], [-2.441830, -2.910108, 3.290328], [1.694123, -2.357217, -3.624298], [-3.074140, -1.292840, 5.297250], [-0.478846, -2.285737, 5.108439], [3.615530, -2.651267, -0.691903], [-2.812261, -0.915554, 0.399753], [-8.195588, 3.465359, 0.342146], [-4.872649, 2.821623, 0.450776], [-4.376109, 4.028438, -0.042739], [-4.626830, -5.265333, 3.794640], [-6.240284, 2.616244, 0.587408], [-0.439634, 4.033181, 2.643973], [3.866663, -3.347356, -2.918054], [-2.809090, 4.661737, -4.176661], [5.470628, -5.195327, -2.425734], [-2.172507, 5.673668, 0.917985], [4.513101, -5.117733, -2.946534], [-3.489108, 4.359498, -4.964782], [2.673740, -4.414732, 0.540898], [-6.646050, 4.828430, -0.255967], [1.450924, -0.400380, 3.292556], [-1.095229, 1.332293, 0.825731], [0.544709, 1.457705, -3.285443], [1.976673, -1.098844, 5.350279], [3.191265, -0.435171, -5.596738], [-1.396596, 5.564212, -5.520030], [4.670939, -5.436149, -3.980976], [2.889893, -3.490956, 2.826808], [5.284677, 0.513163, -0.318576], [0.057114, -1.656305, 4.418890], [1.755262, 0.323524, -4.979165], [5.240747, -2.570774, -4.839793], [-1.609051, -2.380854, -0.828067], [-5.282276, 5.032812, -0.393316], [7.922465, -2.790755, 0.404802], [-3.240925, 9.171822, 1.315685], [-2.812382, -0.444792, 3.369590], [0.719510, 0.544243, -5.872463], [3.818297, -5.819219, -2.482189], [2.073517, -3.899880, 2.228442], [-4.155815, 1.148509, 5.873373], [6.742231, -4.104931, 0.343469], [6.068907, -0.225780, -0.499274], [-3.908931, 2.519347, 3.500246], [-4.530252, -2.565194, 3.338011], [4.500957, -5.994860, -0.157309], [4.913560, -1.231644, -3.729353], [-2.407458, -5.018711, 3.606993], [-2.273591, 4.769976, -1.818675], [-2.819522, 7.923481, 1.633206], [7.177498, -3.239485, -1.131157], [0.590930, -4.420144, -0.828959], [-3.119267, 4.372220, -2.852825], [1.661107, -4.764536, 2.755878], [-1.963596, -1.593862, 1.205432], [6.990748, -3.121691, -0.061718], [2.185955, -3.322706, -3.745591], [-6.603059, 1.671881, 0.974114], [2.261834, -3.538971, -4.813892], [1.673585, -5.714330, -1.337019], [-3.004777, 7.329778, -0.604865], [4.040718, -5.689417, 0.783021], [-0.435895, 5.765838, -1.349111], [1.284452, -5.180031, -0.467474], [-1.099710, 5.448956, -2.145744], [1.291958, -3.143636, 2.193078], [0.823042, 0.197176, -6.890801], [-1.974276, -5.998607, 3.738034], [1.291437, -1.056457, 4.521463], [-1.293595, 6.248642, 4.460610], [-1.243330, -2.487785, 0.492331], [1.547621, -4.081433, -3.284979], [3.044372, 0.478141, -2.536205], [-0.417674, 1.214899, -5.455288], [-1.783859, 6.452657, 3.215769], [0.395849, -0.579159, 2.509651], [-1.227547, 1.393989, -6.149664], [4.825175, -5.290984, 1.431153], [5.378485, -1.679232, 2.108506]],
  "atomic_forces_ev_per_a": [[0.0, 0.0, 0.0], [0.0, 0.0, 0.0], [0.0, 0.0, 0.0], [0.0, 0.0, 0.0], [0.0, 0.0, -0.1], [0.0, 0.0, 0.0], [0.0, 0.0, 0.0], [0.0, 0.0, 0.0], [0.0, 0.0, 0.0], [0.0, 0.0, 0.0], [0.0, 0.0, 0.0], [0.0, 0.0, 0.0], [0.0, 0.0, 0.0], [0.0, 0.0, 0.0], [0.0, 0.0, 0.0], [0.0, 0.0, 0.0], [0.1, 0.0, 0.1], [0.0, 0.0, 0.0], [-0.1, 0.0, 0.0], [0.0, 0.0, 0.0], [0.0, 0.0, 0.0], [0.0, 0.0, 0.0], [0.0, 0.0, 0.0], [0.0, 0.0, 0.0], [0.0, 0.0, 0.0], [0.0, 0.0, 0.0], [0.0, 0.0, 0.0], [0.0, 0.0, 0.0], [0.0, 0.0, 0.0], [0.0, 0.0, 0.0], [0.0, 0.0, 0.0], [0.0, 0.0, 0.0], [0.0, 0.0, 0.0], [0.0, 0.0, 0.0], [0.0, 0.0, 0.0], [0.0, 0.0, 0.0], [0.0, 0.0, 0.0], [0.0, 0.0, 0.0], [0.0, 0.0, 0.0], [0.0, 0.0, 0.0], [0.2, 0.2, -0.3], [0.0, 0.0, 0.0], [0.0, 0.0, 0.0], [0.0, 0.1, 0.0], [0.0, 0.0, 0.0], [0.0, 0.0, 0.0], [0.0, 0.0, 0.0], [-0.1, -0.1, 0.0], [0.0, 0.0, 0.0], [0.0, 0.0, 0.0], [0.0, 0.0, 0.0], [0.0, 0.0, 0.0], [0.0, 0.0, 0.0], [0.1, 0.1, 0.1], [0.0, 0.0, 0.0], [0.0, 0.0, 0.0], [0.0, 0.0, 0.0], [0.0, 0.0, 0.0], [0.0, 0.0, 0.0], [0.0, 0.0, 0.0], [0.0, 0.0, -0.1], [0.0, 0.0, 0.0], [0.0, 0.0, 0.0], [0.1, -0.1, 0.1], [0.0, 0.1, 0.0], [0.0, 0.0, 0.0], [-0.2, 0.0, 0.0], [0.0, 0.0, 0.0], [0.0, 0.0, 0.0], [0.0, 0.0, 0.0], [0.0, 0.0, 0.0], [0.0, 0.0, 0.0], [0.0, 0.0, 0.0], [0.0, 0.0, 0.0], [0.0, 0.0, 0.0], [0.0, 0.0, 0.0], [0.0, 0.0, 0.0], [0.0, 0.0, 0.0], [-0.1, -0.1, 0.1], [0.0, 0.0, 0.0], [0.0, 0.0, 0.0], [0.0, 0.0, 0.0], [0.0, 0.0, 0.0], [0.0, 0.0, 0.0], [0.0, 0.0, 0.0], [0.0, 0.0, 0.0], [0.0, 0.0, 0.0], [0.0, 0.0, 0.0], [0.1, -0.1, 0.0], [0.0, 0.0, 0.0], [0.0, 0.0, 0.0], [0.0, 0.0, 0.0], [0.0, 0.0, 0.0], [0.0, 0.0, 0.0], [0.0, 0.0, 0.0], [0.0, 0.0, 0.0], [-0.1, 0.0, 0.0], [0.0, 0.0, 0.0], [0.0, 0.0, 0.0], [0.0, 0.0, 0.0], [0.0, 0.0, 0.0], [0.0, 0.0, 0.0], [0.0, 0.0, 0.0], [0.0, 0.0, 0.0], [0.0, 0.0, 0.0], [0.0, 0.0, 0.0], [0.0, 0.0, 0.0], [-0.1, 0.1, 0.0], [0.0, 0.0, 0.0], [0.0, 0.0, 0.0], [0.0, 0.0, 0.0], [0.0, 0.0, 0.0], [0.0, 0.0, 0.0], [0.0, 0.0, 0.0], [0.0, 0.0, 0.1], [0.0, 0.0, 0.0], [0.0, 0.0, 0.0], [-0.1, -0.1, 0.0], [0.0, 0.0, 0.0], [0.0, 0.0, 0.0], [0.0, 0.0, 0.0]],
  "mulliken_charge": [-0.950, 0.487, 0.735, -0.322, 0.399, 0.418, -0.677, -1.036, -0.734, 0.392, 0.404, 0.474, 0.538, -0.445, 0.252, -0.267, -0.182, 0.448, 0.588, 0.842, -0.421, -0.437, -0.812, 0.397, 0.511, -0.417, -0.866, 0.311, 0.392, -0.324, -0.420, 0.385, -1.349, -0.519, 0.404, 0.432, 0.492, 0.054, 0.252, 0.246, -0.310, 1.002, 0.747, 0.008, 0.438, 0.441, -0.041, -1.049, 0.347, -0.160, -0.165, 0.408, -0.645, -0.257, 0.413, -0.737, 0.290, 0.385, -1.123, 0.381, 0.218, -0.731, -0.703, 1.111, 0.225, 0.437, -0.200, 0.398, 0.411, 0.331, 0.244, -0.283, 0.380, 0.385, -0.706, 0.053, 0.387, -0.311, 0.496, -0.590, 0.248, -0.148, 0.437, 0.272, -1.026, 0.526, 0.466, 0.278, 0.206, -0.291, 0.521, 0.387, 0.248, -0.136, -0.663, 0.396, 1.061, -0.970, -0.757, 0.460, 0.384, 0.378, -0.471, -1.109, 0.470, -0.761, -0.675, -0.645, 0.427, 0.435, -1.366, -0.346, -0.623, 0.286, -0.174, -0.635, 0.298, 0.184, 0.432, 0.248, -0.852]
}